Entry 1:
C2H4Cl2FN | ωB97M-V with the def2-TZVPD basis set

XYZ file:
```
10
Properties=species:S:1:pos:R:3
Cl 2.52 -2.31 1.08
Cl 1.58 -0.16 -0.58
F -1.21 0.45 0.11
N -1.01 -0.90 0.26
C 1.61 -0.83 1.09
C -0.36 -1.19 1.39
H -0.57 -0.44 2.18
H 1.81 -0.01 1.92
H -0.44 -1.17 -0.58
H -0.47 -2.14 1.84
```

Summary:
* orbital gap: 9.9 eV
* E_LUMO: 0.032 Eh
* molecular weight: 131.97 g mol⁻¹
* multiplicity: 1
* energy relative to the best compared isomer or geometry (same formula, charge and spin): 359.47 kJ/mol
* HOMO level: -0.332 Ha

Results of the Löwdin charge analysis, in e, for atoms 1 through 5:
1 Cl 0.52
2 Cl 0.54
3 F -0.08
4 N -0.14
5 C -1.04



Entry 2:
C2H4Cl2N2 | ωB97M-V with the def2-TZVPD basis set

XYZ file:
```
10
Properties=species:S:1:pos:R:3
Cl -2.11 -0.23 0.03
Cl 2.14 0.16 0.05
N -0.50 1.79 -0.12
N 0.49 -1.77 -0.01
C 0.50 -0.33 0.03
C -0.57 0.46 -0.08
H -0.96 2.27 0.62
H 0.83 -2.14 -0.83
H 0.50 2.18 -0.13
H -0.50 -1.99 -0.04
```

Summary:
* orbital gap: 8.9 eV
* E_LUMO: 0.028 Eh
* molecular weight: 126.97 g mol⁻¹
* multiplicity: 1
* SMILES: N/C(Cl)=C(/N)Cl
* energy relative to the best compared isomer or geometry (same formula, charge and spin): 52.57 kJ/mol
* HOMO level: -0.298 Ha

Results of the Löwdin charge analysis, in e, for atoms 1 through 5:
1 Cl 0.74
2 Cl 0.70
3 N 0.01
4 N 0.00
5 C -0.81



Entry 3:
C2H4Cl2O | ωB97M-V with the def2-TZVPD basis set

XYZ file:
```
9
Properties=species:S:1:pos:R:3
Cl 1.60 1.50 0.03
Cl -2.64 0.72 0.20
O 1.48 -1.38 -0.74
C 0.52 -0.95 0.06
C 0.43 0.31 0.54
H 2.20 -0.74 -0.95
H -3.15 1.64 -0.52
H -0.35 0.78 1.21
H -0.07 -1.89 0.18
```

Summary:
* orbital gap: 9.4 eV
* E_LUMO: 0.026 Eh
* molecular weight: 114.96 g mol⁻¹
* multiplicity: 1
* SMILES: O/C=C\Cl.Cl
* energy relative to the best compared isomer or geometry (same formula, charge and spin): 92.97 kJ/mol
* HOMO level: -0.321 Ha

Results of the Löwdin charge analysis, in e, for atoms 1 through 5:
1 Cl 0.59
2 Cl 0.36
3 O -0.03
4 C -0.32
5 C -0.62



Entry 4:
C2H4Cl2OSi | ωB97M-V with the def2-TZVPD basis set

XYZ file:
```
10
Properties=species:S:1:pos:R:3
Cl -3.70 -1.18 -1.55
Cl -1.41 -1.12 0.88
Si -1.90 -0.24 -1.01
O -2.08 1.32 -1.02
C 3.55 0.08 1.40
C 2.48 -0.31 1.04
H -0.77 -0.43 -1.78
H 1.51 -0.67 0.80
H 4.41 0.70 1.46
H -2.10 1.85 -0.22
```

Summary:
* orbital gap: 11.2 eV
* E_LUMO: 0.016 Eh
* molecular weight: 143.05 g mol⁻¹
* multiplicity: 1
* SMILES: O[SiH](Cl)Cl.C#C
* energy relative to the best compared isomer or geometry (same formula, charge and spin): 172.01 kJ/mol
* HOMO level: -0.396 Ha

Results of the Löwdin charge analysis, in e, for atoms 1 through 5:
1 Cl 0.25
2 Cl 0.20
3 Si -0.24
4 O -0.21
5 C -0.01



Entry 5:
C2H4Cl2SSi | ωB97M-V with the def2-TZVPD basis set

XYZ file:
```
10
Properties=species:S:1:pos:R:3
Cl 2.80 -1.04 -0.23
Cl 1.81 1.89 0.72
S -2.34 1.59 -0.21
Si 1.21 0.03 0.44
C -0.25 -0.27 -0.74
C -1.54 0.18 -0.10
H -1.83 -0.60 0.67
H -0.45 -1.38 -0.68
H 0.72 -0.39 1.89
H -0.14 -0.02 -1.77
```

Summary:
* orbital gap: 8.4 eV
* E_LUMO: -0.018 Eh
* molecular weight: 159.11 g mol⁻¹
* multiplicity: 1
* SMILES: S=CC[SiH](Cl)Cl
* energy relative to the best compared isomer or geometry (same formula, charge and spin): 0.00 kJ/mol
* HOMO level: -0.329 Ha

Results of the Löwdin charge analysis, in e, for atoms 1 through 5:
1 Cl 0.30
2 Cl 0.34
3 S 0.66
4 Si -0.32
5 C -0.41



Entry 6:
C2H4Cl3FN2 | ωB97M-V with the def2-TZVPD basis set

XYZ file:
```
12
Properties=species:S:1:pos:R:3
Cl 1.91 -0.04 -0.21
Cl -2.23 -0.39 0.22
Cl 0.28 -2.24 0.61
F -0.55 1.54 0.22
N 0.44 0.19 1.97
N -0.04 0.03 -2.43
C 0.33 -0.49 0.70
C -0.69 0.22 -0.06
H 1.02 -0.30 2.63
H 0.81 1.17 1.84
H -0.79 -0.54 -2.67
H -0.49 0.84 -2.82
```

Summary:
* orbital gap (spin up / spin down): 9.2 / 7.9 eV
* E_LUMO (spin up / spin down): 0.025 / -0.072 Eh
* molecular weight: 181.43 g mol⁻¹
* multiplicity: 3
* HOMO level (spin up / spin down): -0.313 / -0.363 Ha

Results of the Löwdin charge analysis, in e, for atoms 1 through 5:
1 Cl 0.53
2 Cl 0.76
3 Cl 0.65
4 F -0.02
5 N -0.01



Entry 7:
C2H4Cl3N2 | ωB97M-V with the def2-TZVPD basis set

XYZ file:
```
11
Properties=species:S:1:pos:R:3
Cl -3.81 1.60 0.93
Cl -3.16 0.28 -1.73
Cl -3.29 -1.35 0.76
N 0.72 -0.61 -0.21
N -1.33 0.40 0.13
C -0.55 -0.67 0.00
C -2.78 0.12 -0.04
H 1.29 0.17 -0.24
H -0.95 1.33 0.15
H -0.87 -1.68 0.13
H 1.27 -1.42 -0.25
```

Summary:
* orbital gap: 10.5 eV
* E_LUMO: -0.163 Eh
* molecular weight: 162.43 g mol⁻¹
* multiplicity: 1
* SMILES: N/C=[NH+]/C(Cl)(Cl)Cl
* energy relative to the best compared isomer or geometry (same formula, charge and spin): 42.91 kJ/mol
* HOMO level: -0.549 Ha
* total charge: +1

Results of the Löwdin charge analysis, in e, for atoms 1 through 5:
1 Cl 0.42
2 Cl 0.68
3 Cl 0.69
4 N 0.24
5 N 0.00



Entry 8:
C2H4Cl3PS | ωB97M-V with the def2-TZVPD basis set

XYZ file:
```
11
Properties=species:S:1:pos:R:3
Cl 3.47 -1.56 0.33
Cl 5.34 0.01 -1.37
Cl 0.06 -0.80 -1.19
S 5.05 0.68 1.79
P 3.88 0.34 0.01
C 0.37 -3.02 0.52
C -0.02 -1.79 0.24
H 4.03 1.28 2.61
H 0.26 -3.26 1.54
H 0.76 -3.80 -0.11
H -0.36 -1.24 1.14
```

Summary:
* orbital gap: 10.1 eV
* E_LUMO: 0.018 Eh
* molecular weight: 197.45 g mol⁻¹
* multiplicity: 1
* SMILES: SP(Cl)Cl.C=CCl
* energy relative to the best compared isomer or geometry (same formula, charge and spin): 48.12 kJ/mol
* HOMO level: -0.353 Ha

Results of the Löwdin charge analysis, in e, for atoms 1 through 5:
1 Cl 0.13
2 Cl 0.10
3 Cl 0.56
4 S 0.21
5 P -0.25



Entry 9:
C2H4ClFS | ωB97M-V with the def2-TZVPD basis set

XYZ file:
```
9
Properties=species:S:1:pos:R:3
Cl -3.15 0.17 -0.17
S 0.42 1.08 0.31
F 2.68 -0.30 0.34
C -1.95 -0.47 0.65
C 1.71 0.27 -0.48
H 1.37 -0.51 -1.21
H -1.25 -1.17 0.11
H -1.87 -0.15 1.67
H 2.04 1.07 -1.22
```

Summary:
* orbital gap (spin up / spin down): 9.0 / 6.7 eV
* E_LUMO (spin up / spin down): -0.016 / -0.063 Eh
* molecular weight: 114.57 g mol⁻¹
* multiplicity: 1
* energy relative to the best compared isomer or geometry (same formula, charge and spin): 329.30 kJ/mol
* HOMO level (spin up / spin down): -0.348 / -0.311 Ha

Results of the Löwdin charge analysis, in e, for atoms 1 through 5:
1 Cl 0.67
2 S 0.69
3 F -0.13
4 C -0.68
5 C -0.73



Entry 10:
C2H4ClN | ωB97M-V with the def2-TZVPD basis set

XYZ file:
```
8
Properties=species:S:1:pos:R:3
Cl -0.14 2.11 1.06
N -0.03 0.69 -1.48
C 0.02 -1.35 0.03
C 0.13 -0.30 -0.68
H -0.58 0.96 1.75
H -0.92 -1.61 0.58
H 0.91 -1.94 0.03
H 0.61 1.44 -1.29
```

Summary:
* orbital gap: 9.8 eV
* E_LUMO: 0.018 Eh
* molecular weight: 77.51 g mol⁻¹
* multiplicity: 1
* SMILES: C=C=N.Cl
* energy relative to the best compared isomer or geometry (same formula, charge and spin): 186.68 kJ/mol
* HOMO level: -0.342 Ha

Results of the Löwdin charge analysis, in e, for atoms 1 through 5:
1 Cl 0.27
2 N 0.07
3 C -0.04
4 C -0.35
5 H -0.11



Entry 11:
C2H4ClN | ωB97M-V with the def2-TZVPD basis set

XYZ file:
```
8
Properties=species:S:1:pos:R:3
Cl -1.49 0.80 1.28
N 0.07 0.41 -1.00
C 0.78 -0.26 0.15
C -0.69 -0.15 0.03
H 0.12 1.42 -1.27
H 1.21 0.23 1.02
H 1.34 -1.25 0.02
H -1.34 -1.19 -0.23
```

Summary:
* orbital gap: 10.9 eV
* E_LUMO: 0.045 Eh
* molecular weight: 77.51 g mol⁻¹
* multiplicity: 1
* SMILES: Cl[C@@H]1CN1
* energy relative to the best compared isomer or geometry (same formula, charge and spin): 158.38 kJ/mol
* HOMO level: -0.355 Ha

Results of the Löwdin charge analysis, in e, for atoms 1 through 5:
1 Cl 0.57
2 N -0.02
3 C -0.20
4 C -0.83
5 H 0.13



Entry 12:
C2H4ClN2 | ωB97M-V with the def2-TZVPD basis set

XYZ file:
```
9
Properties=species:S:1:pos:R:3
Cl -3.03 0.04 -0.01
N -0.52 -1.63 0.03
N -0.54 0.98 0.04
C -1.41 0.18 0.04
C 0.42 1.79 -0.04
H -1.19 -2.32 0.37
H 0.81 2.29 0.94
H 0.85 1.86 -0.94
H -0.46 -1.71 -1.00
```

Summary:
* orbital gap: 8.6 eV
* E_LUMO: -0.237 Eh
* molecular weight: 91.52 g mol⁻¹
* multiplicity: 1
* energy relative to the best compared isomer or geometry (same formula, charge and spin): 311.42 kJ/mol
* HOMO level: -0.552 Ha
* total charge: +1

Results of the Löwdin charge analysis, in e, for atoms 1 through 5:
1 Cl 0.90
2 N 0.11
3 N 0.06
4 C -0.63
5 C 0.22



Number 1: strongest force on any atom 5.53 eV/A. Number 2: strongest force on any atom 4.58 eV/A. Number 3: strongest force on any atom 2.55 eV/A. Number 4: strongest force on any atom 3.18 eV/A. Number 5: strongest force on any atom 2.65 eV/A. Number 6: strongest force on any atom 3.36 eV/A. Number 7: strongest force on any atom 3.37 eV/A. Number 8: strongest force on any atom 2.09 eV/A. Number 9: strongest force on any atom 4.17 eV/A. Number 10: strongest force on any atom 6.48 eV/A. Number 11: strongest force on any atom 3.90 eV/A. Number 12: strongest force on any atom 8.05 eV/A.